{
  "formula": "C19H40HfOP2",
  "method": "ωB97M-V/def2-TZVPD",
  "relative_energy_ev": 0.000,
  "mol_weight_g_mol": 524.97,
  "total_charge": 2,
  "orbital_gap_ha": 0.16806,
  "largest_force_ev_per_a": 5.168,
  "elements": ["P", "P", "C", "C", "H", "H", "H", "H", "C", "H", "H", "H", "C", "H", "H", "H", "C", "H", "H", "H", "C", "H", "H", "H", "Hf", "C", "C", "C", "C", "C", "C", "C", "C", "C", "H", "H", "H", "H", "H", "H", "H", "H", "H", "H", "H", "H", "H", "H", "H", "C", "C", "C", "C", "O", "H", "H", "H", "H", "H", "H", "H", "H", "H"],
  "xyz": [[0.161, -1.599, 0.494], [-0.056, 1.574, 0.705], [-0.142, -0.648, -1.066], [0.342, 0.797, -0.950], [-1.227, -0.703, -1.257], [0.374, -1.171, -1.885], [1.435, 0.879, -1.068], [-0.124, 1.430, -1.721], [-1.681, 2.310, 0.328], [-1.960, 2.984, 1.148], [-2.446, 1.531, 0.227], [-1.612, 2.884, -0.607], [0.990, 3.059, 0.736], [0.888, 3.609, -0.208], [2.039, 2.781, 0.891], [0.662, 3.698, 1.565], [-0.905, -3.054, 0.379], [-0.666, -3.756, 1.185], [-0.741, -3.535, -0.591], [-1.953, -2.747, 0.483], [1.843, -2.249, 0.232], [2.583, -1.437, 0.255], [1.875, -2.756, -0.742], [2.078, -2.965, 1.030], [0.094, -0.209, 2.660], [0.562, 1.717, -4.853], [-0.751, 1.769, -4.602], [-1.844, 0.978, -5.262], [-1.426, -0.362, -5.915], [-0.737, -1.325, -4.986], [0.565, -1.394, -4.688], [1.681, -0.559, -5.249], [1.285, 0.822, -5.823], [0.171, -2.287, 3.371], [1.220, 2.439, -4.348], [-1.120, 2.536, -3.910], [-2.335, 1.589, -6.039], [-2.622, 0.777, -4.509], [-2.354, -0.848, -6.258], [-0.837, -0.158, -6.816], [-1.412, -2.079, -4.559], [0.907, -2.208, -4.038], [2.202, -1.116, -6.048], [2.430, -0.412, -4.455], [2.223, 1.330, -6.098], [0.728, 0.682, -6.756], [0.970, -2.276, 4.136], [0.360, -3.150, 2.723], [-0.746, -2.531, 3.945], [1.387, 0.471, 6.379], [-0.073, 0.394, 5.930], [-0.699, -0.893, 6.463], [-0.888, 1.578, 6.441], [-0.120, 0.408, 4.496], [1.436, 0.562, 7.475], [1.905, 1.335, 5.940], [1.929, -0.443, 6.099], [-0.741, -0.858, 7.563], [-1.728, -1.017, 6.093], [-0.104, -1.772, 6.184], [-0.488, 2.529, 6.076], [-1.935, 1.491, 6.128], [-0.854, 1.576, 7.541]],
  "mulliken_charge": [0.74, 0.79, -0.23, -0.62, 0.35, -0.08, 0.40, 0.07, -1.29, 0.44, 0.41, 0.41, -1.26, 0.40, 0.41, 0.44, -1.24, 0.44, 0.41, 0.38, -1.22, 0.39, 0.43, 0.41, 1.16, -0.22, -0.53, -0.60, -0.97, -0.26, -0.56, -0.57, -0.99, -1.40, 0.40, 0.57, 0.34, 0.29, 0.41, 0.35, 0.37, 0.66, 0.34, 0.28, 0.41, 0.34, 0.40, 0.47, 0.43, -1.57, 1.52, -1.50, -1.63, -0.81, 0.41, 0.40, 0.35, 0.45, 0.38, 0.32, 0.38, 0.40, 0.42]
}

{
  "formula": "C19H40IrP2",
  "method": "ωB97M-V/def2-TZVPD",
  "relative_energy_ev": 2.384,
  "multiplicity": 6,
  "mol_weight_g_mol": 522.69,
  "total_charge": 2,
  "orbital_gap_ha": [0.26976, 0.20556],
  "largest_force_ev_per_a": 9.118,
  "elements": ["P", "P", "C", "C", "H", "H", "H", "H", "C", "H", "H", "H", "C", "H", "H", "H", "C", "H", "H", "H", "C", "H", "H", "H", "Ir", "C", "C", "C", "C", "C", "C", "C", "C", "C", "H", "H", "H", "H", "H", "H", "H", "H", "H", "H", "H", "H", "H", "H", "H", "C", "C", "C", "C", "H", "H", "H", "H", "H", "H", "H", "H", "H"],
  "xyz": [[2.073, 1.275, -1.578], [-1.389, -1.155, -1.808], [1.267, -0.129, -2.542], [-0.258, 0.013, -2.812], [1.541, -1.099, -2.097], [1.781, -0.041, -3.512], [-0.592, 1.052, -2.635], [-0.508, -0.163, -3.875], [-0.525, -2.761, -1.435], [-1.159, -3.360, -0.767], [0.400, -2.528, -0.887], [-0.324, -3.319, -2.343], [-2.648, -1.430, -3.139], [-2.568, -2.414, -3.595], [-2.598, -0.601, -3.855], [-3.589, -1.456, -2.634], [3.936, 1.607, -1.404], [4.108, 2.676, -1.594], [4.496, 0.998, -2.115], [4.305, 1.417, -0.398], [2.185, 2.442, -3.009], [1.407, 2.330, -3.774], [3.153, 2.262, -3.503], [2.207, 3.471, -2.640], [-2.378, -0.645, -0.156], [2.936, -0.093, 0.574], [3.776, 0.138, 1.598], [3.544, 1.210, 2.665], [2.704, 2.540, 2.362], [2.692, 3.061, 0.997], [1.848, 2.600, -0.038], [0.801, 1.570, 0.587], [1.448, 0.200, 0.864], [-3.165, 1.039, 0.546], [3.230, -0.760, -0.293], [4.707, -0.446, 1.622], [4.538, 1.551, 3.012], [2.996, 0.767, 3.516], [1.721, 2.500, 2.878], [3.234, 3.299, 2.951], [3.398, 3.872, 0.801], [1.262, 3.425, -0.468], [-0.127, 1.439, 0.004], [0.484, 1.994, 1.530], [1.253, 0.041, 1.927], [0.867, -0.628, 0.421], [-3.988, 1.230, -0.174], [-2.380, 1.816, 0.449], [-3.581, 0.904, 1.575], [-4.872, -2.435, 1.207], [-3.774, -1.967, 2.168], [-3.603, -2.964, 3.326], [-2.386, -1.854, 1.515], [-4.932, -3.539, 1.183], [-4.716, -2.057, 0.192], [-5.823, -2.019, 1.584], [-4.043, -0.981, 2.602], [-3.428, -3.989, 2.959], [-2.752, -2.696, 3.962], [-4.499, -2.962, 3.954], [-1.707, -1.389, 2.244], [-1.986, -2.861, 1.302]],
  "mulliken_charge": [0.69, 0.73, -1.07, -1.07, 0.64, 0.57, 0.52, 0.64, -1.31, 0.42, 0.35, 0.45, -1.42, 0.39, 0.45, 0.46, -1.53, 0.54, 0.39, 0.48, -1.53, 0.43, 0.45, 0.46, 0.90, -0.56, -0.84, -0.81, -0.70, -1.06, 0.28, -1.24, 0.18, -1.33, 0.54, 0.42, 0.51, 0.33, 0.31, 0.42, 0.48, 0.71, 0.11, 0.79, 0.62, -0.31, 0.49, 0.41, 0.31, -1.18, 0.69, -1.58, -1.29, 0.35, 0.23, 0.35, 0.16, 0.41, 0.38, 0.41, 0.54, 0.46]
}

{
  "formula": "C19H41BBr14N3O11",
  "method": "ωB97M-V/def2-TZVPD",
  "multiplicity": 2,
  "mol_weight_g_mol": 1617.02,
  "total_charge": 2,
  "orbital_gap_ha": [0.28188, 0.07793],
  "largest_force_ev_per_a": 5.125,
  "elements": ["N", "H", "H", "H", "H", "N", "H", "H", "H", "H", "N", "H", "H", "H", "H", "O", "C", "O", "B", "O", "C", "O", "O", "C", "O", "C", "O", "O", "O", "C", "O", "O", "H", "Br", "C", "C", "Br", "H", "H", "H", "H", "Br", "C", "C", "Br", "H", "H", "H", "H", "Br", "C", "C", "Br", "H", "H", "H", "H", "Br", "C", "C", "Br", "H", "H", "H", "H", "Br", "C", "C", "Br", "H", "H", "H", "H", "Br", "C", "C", "Br", "H", "H", "H", "H", "Br", "C", "C", "Br", "H", "H", "H", "H"],
  "xyz": [[1.112, 3.790, 5.004], [2.121, 3.844, 5.009], [0.702, 4.145, 4.152], [0.705, 4.180, 5.842], [0.896, 2.806, 4.927], [-0.084, -3.053, 3.399], [0.008, -2.100, 3.722], [0.817, -3.298, 3.016], [-0.899, -3.193, 2.818], [-0.187, -3.698, 4.169], [5.422, -0.868, 2.008], [4.918, -1.741, 1.939], [5.297, -0.507, 2.943], [4.918, -0.324, 1.324], [6.382, -1.024, 1.735], [1.573, 3.512, 2.337], [1.565, 2.491, 1.663], [0.519, 1.961, 0.957], [0.980, 0.540, 0.565], [2.395, 0.451, 0.885], [2.748, 1.508, 1.526], [3.802, 1.527, 2.154], [0.219, -0.479, 1.261], [-0.207, -1.340, 0.445], [-0.764, -2.411, 0.781], [-0.072, -0.684, -1.004], [0.757, 0.305, -0.877], [-0.442, -1.147, -2.092], [-0.656, 1.258, 4.026], [0.240, 0.525, 4.780], [0.221, -0.679, 4.645], [1.057, 1.098, 5.551], [-1.012, 0.509, 3.542], [-0.822, 5.688, 2.202], [0.356, 6.661, 0.946], [1.771, 6.769, 1.534], [2.994, 7.935, 0.403], [-0.213, 7.575, 0.777], [0.406, 6.095, 0.015], [2.298, 5.849, 1.787], [1.717, 7.301, 2.483], [2.657, -4.042, -2.220], [1.468, -3.341, -3.637], [0.210, -4.234, -3.712], [0.710, -6.111, -3.830], [1.961, -3.409, -4.607], [1.179, -2.292, -3.584], [-0.375, -4.062, -4.615], [-0.442, -4.012, -2.867], [-5.482, -3.407, -0.226], [-4.163, -2.109, -0.900], [-4.994, -1.035, -1.634], [-3.864, 0.460, -2.387], [-3.553, -2.636, -1.633], [-3.493, -1.814, -0.093], [-5.819, -0.570, -1.093], [-5.444, -1.459, -2.532], [2.484, 0.080, -4.882], [3.615, -0.232, -3.245], [3.944, 1.038, -2.502], [5.113, 0.828, -0.861], [4.522, -0.741, -3.571], [3.050, -0.832, -2.532], [3.089, 1.607, -2.136], [4.324, 1.861, -3.107], [-3.451, 0.246, 2.005], [-3.275, 1.964, 1.112], [-3.375, 3.125, 2.189], [-5.227, 3.730, 2.273], [-4.089, 2.047, 0.392], [-2.343, 1.958, 0.547], [-2.788, 3.965, 1.817], [-3.019, 2.814, 3.171], [-3.119, -5.433, -2.067], [-2.667, -5.755, -0.160], [-1.215, -5.788, -0.006], [-0.595, -5.845, 1.833], [-3.273, -6.617, 0.120], [-3.059, -4.861, 0.325], [-0.848, -4.850, -0.423], [-0.761, -6.565, -0.621], [-1.463, -1.756, -5.708], [-1.992, 0.157, -5.666], [-0.855, 0.919, -5.199], [-1.360, 2.821, -5.057], [-2.862, 0.346, -5.038], [-2.116, 0.587, -6.660], [0.000, 0.825, -5.869], [-0.501, 0.649, -4.205]],
  "mulliken_charge": [-0.12, 0.40, 0.21, 0.39, 0.04, -0.15, 0.22, 0.38, 0.24, 0.45, -0.23, 0.36, 0.38, -0.18, 0.42, -0.57, 0.29, -0.28, 1.54, -0.45, 0.51, -0.74, -0.54, 0.57, -0.37, 0.88, -0.84, -0.54, -0.35, 0.60, -0.81, -0.84, 0.14, -0.18, -0.46, -0.61, -0.16, 0.43, 0.37, 0.22, 0.42, -0.02, 0.23, -0.36, 0.28, 0.49, -0.28, 0.18, 0.22, -0.13, 0.15, -0.70, -0.18, 0.01, -0.03, 0.45, 0.47, -0.08, -0.18, -0.57, -0.19, 0.43, -0.02, 0.20, 0.54, -0.18, -0.47, -0.02, -0.13, 0.60, 0.02, -0.10, 0.31, -0.14, -0.28, -0.05, -0.16, 0.39, 0.07, -0.19, 0.45, -0.17, -0.43, -0.19, -0.12, 0.28, 0.46, 0.33, -0.19]
}